Entry 1:
C52H42AgNO2PS2 as an isolated structure. Source: the OMol25 dataset; level of theory: ωB97M-V with the def2-TZVPD basis set.

Its net charge is +1. The calculation puts the HOMO energy at -10.51 eV. The value obtained for the HOMO-LUMO gap is 0.3063 Ha. As for the max |F|: 0.64 eV Å⁻¹. As for the total energy: -3496.519891 a.u.

CARTESIAN COORDINATES (ANGSTROEM)
1 C -0.7951 -1.6346 3.2709
2 H -0.2501 0.5558 -4.5423
3 S -0.4883 0.0380 -1.7271
4 C 4.3570 -4.6038 3.0165
5 H -5.4256 -0.4116 2.1448
6 H -1.8886 0.3833 -6.3831
7 H 0.9714 2.1120 -2.6684
8 C 4.4986 -0.4422 0.5607
9 H 5.0235 2.8884 0.2283
10 H -2.9433 3.6881 1.4887
11 C -0.7355 -0.6676 5.8739
12 C -1.4127 3.6946 -0.0413
13 C 1.7540 -2.7006 -1.6248
14 C -6.2070 0.8133 -0.1182
15 H 5.3899 -6.0296 0.1249
16 C -2.1841 0.1273 -5.3736
17 O -0.4354 2.2432 2.7313
18 O -1.0298 -0.8425 -0.6233
19 C -0.8094 -2.5102 4.3433
20 H 2.6047 1.8664 1.2108
21 N 2.8415 1.3675 0.3545
22 C -4.9068 0.8157 0.4496
23 H -6.9907 0.2579 0.3802
24 C 3.1937 -1.3689 -3.5821
25 C -3.8388 -0.6702 -3.8335
26 C -2.9361 -0.5603 -2.7874
27 C 4.2158 0.9196 0.4205
28 C -5.4352 2.2349 -1.9012
29 C -2.3372 0.8207 1.5251
30 C -1.4965 2.2949 -0.3346
31 H 4.4208 -3.9635 -0.7938
32 H -3.2051 -0.8535 -1.7828
33 H 3.7639 -0.8539 -4.3435
34 C 6.8602 0.0692 0.5788
35 C -2.2429 4.2980 0.9364
36 C 4.9301 -5.5343 2.1599
37 C 5.8264 -0.8511 0.6512
38 P 3.1318 -1.6429 0.5417
39 C -0.4837 4.5010 -0.7356
40 H -5.6506 2.7825 -2.8085
41 C -2.5613 1.5029 0.3546
42 Ag 1.0258 -0.3502 0.6586
43 H 4.3985 -0.6130 -1.9835
44 C -3.3719 0.1283 2.1851
45 H -0.8226 -2.0130 2.2517
46 H -4.5669 0.5118 -6.7884
47 C -1.2645 0.2330 -4.3449
48 H 2.7127 2.0350 -0.4001
49 H -2.7806 6.0786 1.9521
50 H -0.6858 1.2946 4.9725
51 H 6.0540 -1.9026 0.7696
52 C 6.5731 1.4145 0.4122
53 C 4.4029 -4.1375 0.2751
54 H -1.6565 -2.8251 7.4501
55 C 3.5534 -1.2349 -2.2463
56 H -3.3921 2.8034 -1.8843
57 H -4.8394 -1.0320 -3.6363
58 H 1.1673 -3.2088 -0.8657
59 C 1.4040 -2.8432 -2.9560
60 C 0.3671 3.9070 -1.7009
61 C 0.3035 2.5720 -1.9502
62 C -0.4105 5.8845 -0.4463
63 H -7.4593 1.4999 -1.6883
64 H -1.1622 7.4955 0.7141
65 C 3.8023 -3.4438 2.5018
66 C -0.6472 1.7675 -1.2734
67 H 1.0780 4.5298 -2.2283
68 C -0.7860 -2.9944 6.8158
69 H -0.7066 -0.2891 6.8874
70 S -0.6711 0.8899 2.1799
71 H 1.8429 -2.2762 -4.9786
72 C -4.1759 2.2505 -1.3840
73 H -0.8098 -4.0291 6.4795
74 H 3.3422 -2.7247 3.1701
75 H -4.1400 -1.1817 -6.9868
76 C -3.4820 -0.3198 -5.1323
77 H 5.3579 -6.4432 2.5587
78 C -0.7278 0.2269 4.8140
79 H -0.8436 -3.5756 4.1575
80 C 5.2535 1.8363 0.3399
81 H -5.4492 -0.7287 -5.8975
82 C -1.2232 6.4381 0.4971
83 C -0.7613 -0.2721 3.5219
84 H 0.0993 -2.8610 7.4381
85 C 2.1198 -2.1700 -3.9384
86 C -0.7775 -2.0414 5.6562
87 H 4.3361 -4.7850 4.0821
88 C 2.8320 -1.8943 -1.2550
89 H -3.1757 -0.3947 3.1101
90 C 3.8310 -3.2007 1.1299
91 C -4.4661 -0.4367 -6.2606
92 C -3.8734 1.5325 -0.1949
93 C -2.1477 5.6334 1.1973
94 H 7.3732 2.1388 0.3476
95 H 7.8854 -0.2664 0.6462
96 C 4.9481 -5.3022 0.7917
97 C -4.6252 0.1216 1.6487
98 C -6.4648 1.5027 -1.2645
99 H 0.3036 6.4923 -0.9870
100 C -1.6599 -0.0913 -3.0552
101 H 0.5653 -3.4703 -3.2264

Atoms 1-2, force components in eV/Å:
C 0.04 -0.04 -0.06
H 0.03 0.03 -0.02

Here are the Mulliken charges for atoms 1 to 6, given in e: C -0.375; H 0.491; S 1.255; C -0.723; H 0.436; H 0.428


Entry 2:
C26H33BrCuN4O2Si as an isolated structure. Source: the OMol25 dataset; level of theory: ωB97M-V with the def2-TZVPD basis set.

Its expectation value of S² is 0.754. Its net charge is 0. The calculation puts the HOMO energy (alpha / beta) at -7.80 / -8.01 eV. Its spin multiplicity is 2. The value obtained for the HOMO-LUMO gap (alpha / beta) is 0.2865 / 0.2822 Ha. As for the max |F|: 1.77 eV Å⁻¹. As for the total energy: -5884.020457 a.u.

CARTESIAN COORDINATES (ANGSTROEM)
1 C -0.3533 0.3356 -2.1370
2 H -2.5005 0.7976 -1.0387
3 C -2.5488 -2.3696 -1.9472
4 H -2.3563 3.7052 -0.3329
5 H -1.5217 -2.3406 1.3249
6 H 1.5150 -0.7109 3.0811
7 C 2.5299 3.2127 0.8943
8 C 0.8615 -1.0601 0.4688
9 H 0.4360 -1.5822 1.3112
10 H -2.1236 -2.2615 -2.9519
11 H 1.8948 -1.4012 0.3368
12 C -0.1635 2.0636 3.5166
13 Si -0.0556 -1.2904 -1.1478
14 C 1.1925 -4.6094 -3.3133
15 H -5.2746 -3.6240 -0.3984
16 O 2.9202 4.3816 0.7307
17 H 0.5450 0.5202 -2.7423
18 H 2.0189 -0.5871 6.8548
19 H 4.4143 2.5408 1.4314
20 Cu 0.9357 0.9076 0.8380
21 Br -1.4543 3.1464 2.6878
22 C 1.2469 0.2497 5.0230
23 H 3.6006 0.5111 0.4594
24 H 2.9535 -1.0539 5.4555
25 H 0.0137 3.4743 -0.9715
26 H 2.4962 -1.0048 -2.6703
27 C 1.9384 -0.8320 5.7988
28 H -2.8977 2.7537 -3.2191
29 H -4.3840 -3.1929 -2.7069
30 C -1.9031 1.6375 -0.7025
31 C 0.0231 2.3019 4.8860
32 C 2.0839 -2.0080 -2.8847
33 H -0.4455 -4.1095 -1.9868
34 H 0.9029 1.5350 6.7230
35 C -3.8052 -2.9526 -1.8189
36 C 0.0124 2.7688 -1.8150
37 C -2.3603 3.3751 -2.5066
38 H -1.2106 0.2145 -2.8305
39 H -2.7567 4.3753 -2.6924
40 N -0.5229 1.4779 -1.2409
41 H 0.8021 -5.6054 -3.5279
42 C -1.7289 -2.0886 -0.8219
43 H -1.8340 1.5577 0.3919
44 H 3.5517 0.3830 2.1006
45 C -4.2880 -3.2038 -0.5344
46 N 3.4451 2.2581 1.4365
47 C -2.6567 2.9490 -1.0763
48 H -0.4691 4.3873 -3.0622
49 C -0.8588 3.3884 -2.8962
50 C 2.8688 -2.8869 -3.6562
51 H 3.0605 -4.9382 -4.3474
52 C -3.5334 -2.9254 0.6075
53 C 0.8651 -2.4145 -2.3090
54 N 3.1725 0.9078 1.3019
55 N 0.4224 1.0486 2.8720
56 C 1.0854 0.1436 3.6474
57 C 0.7153 1.3656 5.6508
58 H -0.4537 3.1741 5.3222
59 H 3.8347 -2.5330 -3.9687
60 H -0.6803 2.8875 -3.8420
61 H -3.9449 -3.1109 1.6165
62 H 1.4219 -1.7838 5.7022
63 C 2.4123 -4.2043 -3.8656
64 H 1.0339 2.5673 -2.1484
65 C -2.2121 -2.4316 0.4533
66 C 0.4467 -3.7434 -2.5126
67 H -3.7365 2.7852 -0.9237
68 O 1.3611 2.7715 0.6232

Atoms 1-2, force components in eV/Å:
C -0.02 -0.36 0.21
H -0.09 -0.31 -0.14

Here are the natural (NBO) charges for atoms 1 to 6, given in e: C -0.667; H 0.196; C -0.136; H 0.201; H 0.210; H 0.218


Entry 3:
A 11-piece molecular cluster, C60H53F9O6 overall. Source: the OMol25 dataset; level of theory: ωB97M-V with the def2-TZVPD basis set.

Its net charge is 0. The calculation puts the HOMO energy at -8.70 eV. The value obtained for the HOMO-LUMO gap is 0.3301 Ha. As for the SMILES: Fc1ccccc1.Fc1ccccc1.Fc1ccccc1.Fc1ccccc1.Fc1ccccc1.Fc1ccccc1.Fc1ccccc1.Fc1ccccc1.Fc1ccccc1.O=C1OCCO1.O=C1OCCO1. As for the max |F|: 4.30 eV Å⁻¹. As for the total energy: -3668.264380 a.u.

CARTESIAN COORDINATES (ANGSTROEM)
1 C -0.2209 5.7830 1.7850
2 C -3.2764 1.6700 3.3560
3 C 0.3563 2.4023 -5.2753
4 H 5.3433 -1.4733 1.4831
5 H -3.6645 -0.5169 -1.1602
6 H 2.5296 1.1792 1.8105
7 C -3.0443 2.6154 5.4653
8 H 3.1154 -0.3733 0.4226
9 H 2.7290 0.5449 -3.6355
10 C 3.8999 -1.3158 5.0296
11 H 1.9030 2.9519 7.4237
12 C -2.3514 -3.5590 -2.6173
13 H -0.2394 -1.3732 -5.6949
14 C 2.9491 -4.6919 -2.8916
15 H 1.4474 2.3274 -7.1139
16 H 0.8378 7.6909 1.7740
17 C 5.2229 -1.2438 4.8215
18 H -5.0553 0.7505 -4.9334
19 C -0.3259 0.7587 5.0476
20 H -4.1163 -6.4716 -2.6017
21 H 5.4637 -0.5485 -3.6012
22 H -4.8920 1.7916 5.7942
23 H -4.0208 3.6429 -2.0762
24 H -0.6602 -0.0920 -1.6831
25 C 2.9494 -3.4350 -3.5187
26 H -3.3898 -6.4662 -0.2610
27 O -3.0788 1.6178 2.1344
28 H 3.4936 -2.6035 -3.0956
29 C -3.9319 1.3645 5.5045
30 C 1.9294 -4.3876 -5.4315
31 C -0.0503 0.1790 -0.8341
32 C 1.7469 0.9294 1.1096
33 C 3.6412 0.6763 -4.2175
34 F -1.0226 2.2324 -3.3129
35 H -3.0284 -2.8773 4.6168
36 C 5.0588 2.5271 -4.1112
37 H -2.0654 7.0991 -1.2972
38 H 5.9402 -1.1107 5.6179
39 H -3.5706 0.6380 6.2323
40 C -4.1270 2.5953 -2.3162
41 C 2.3595 -3.2696 -4.7679
42 C -0.5901 7.5273 0.1808
43 C 0.5569 1.6837 0.8845
44 C 0.8524 1.0698 7.2200
45 F -1.9922 -2.6866 -3.5229
46 H -1.3302 -2.6993 -0.9605
47 C -0.0973 -0.3052 -5.6197
48 C -1.5576 6.8088 -0.3893
49 H 0.3790 2.5676 1.4790
50 H -1.4869 -0.1492 -4.0374
51 C -1.4638 -1.7875 1.7487
52 C 5.7445 -1.3608 3.5548
53 H 3.6814 0.0959 -5.1392
54 H 1.4367 -4.3407 -6.3914
55 C -2.4308 -1.9804 2.7353
56 H -0.5411 -0.4308 6.9108
57 C 1.3782 2.2891 6.7517
58 O -4.0902 0.9347 4.1735
59 H -0.9931 -4.2977 4.6847
60 O 5.6797 1.4430 -3.5585
61 C 1.7865 -5.5804 -4.6917
62 C 1.0578 2.7747 5.4508
63 H 1.2851 -0.1594 -7.2259
64 C -1.9077 -3.5408 -1.3135
65 C -4.2934 -0.0660 -3.1108
66 H -0.1381 2.3573 3.6788
67 C -3.0645 -5.6751 -0.9203
68 C 3.0556 -1.6003 3.9894
69 H 0.4891 3.4671 -5.1530
70 H -1.6588 -1.1603 0.8914
71 O 3.8910 2.0625 -4.5284
72 C -1.1586 5.0135 1.1223
73 C -0.4148 1.2195 -0.0264
74 C -0.4292 1.6971 -4.3618
75 H -3.4555 -4.5730 -4.1409
76 C 3.5606 -1.7514 2.6832
77 H -3.6793 1.8537 -0.3020
78 C -3.9324 0.3066 -1.8055
79 C 2.0996 -0.0563 0.2380
80 C -0.7650 0.3974 -4.6260
81 C -4.5966 0.9816 -3.9834
82 C -0.3740 -2.6224 1.7795
83 H -3.6313 3.4827 5.7676
84 C -1.8562 5.5326 0.0731
85 C -3.4618 -5.6740 -2.2826
86 C 0.8772 1.7801 -6.3778
87 F -4.4806 -1.3091 -3.4838
88 H -2.0434 -4.6221 0.5526
89 C -0.2051 -3.4968 2.9227
90 C 1.2048 -0.4659 -0.7738
91 H -3.2668 -1.3002 2.6655
92 H 4.6186 0.2107 -2.2856
93 H 0.1482 5.4707 2.7507
94 H -1.3063 4.0005 1.4664
95 C 4.9299 -1.5525 2.4777
96 F -2.9109 4.8492 -0.4989
97 C -3.8944 1.6054 -1.3309
98 H -2.2354 2.4184 6.1688
99 C 2.2481 -5.7601 -3.4158
100 F 1.5384 4.0006 5.0107
101 H -4.8067 3.0464 -4.2928
102 H -1.0929 0.3191 4.4273
103 C 0.2636 1.9623 4.6002
104 F 0.9194 -4.2480 2.9533
105 H 2.9472 -2.0115 1.8332
106 C 0.7686 0.4101 -6.4674
107 F 1.6620 -1.3520 -1.6438
108 C 4.9059 0.3473 -3.3282
109 C -2.2856 -2.8612 3.8330
110 H 3.4072 -4.8361 -1.9242
111 H -1.3787 1.7020 -0.0936
112 C -0.0316 0.3814 6.4137
113 O -2.7100 2.6782 4.1255
114 H 3.5073 -1.2241 6.0315
115 O 5.4938 3.6639 -4.2065
116 C -2.3129 -4.5690 -0.4919
117 C -4.5355 2.2522 -3.6131
118 C -3.1018 -4.6760 -3.1256
119 H 2.1399 -6.7289 -2.9509
120 C -1.1608 -3.6282 3.8540
121 F 2.3154 -2.0861 -5.3151
122 F 7.0819 -1.0970 3.3958
123 H 1.9911 -1.6383 4.1679
124 H 0.9402 0.7547 8.2493
125 H 1.3923 -6.4378 -5.2169
126 H -0.3634 8.4787 -0.2772
127 C 0.1073 7.0450 1.3097
128 H 0.3866 -2.7026 1.0170

Atoms 1-2, force components in eV/Å:
C 0.32 1.24 0.19
C 0.55 1.47 -1.67

Here are the Mulliken charges for atoms 1 to 6, given in e: C -0.561; C 0.417; C -0.457; H 0.484; H 0.505; H 0.512


Entry 4:
C34H27CoI2N4O2SSe as an isolated structure. Source: the OMol25 dataset; level of theory: ωB97M-V with the def2-TZVPD basis set.

Its net charge is 0. The calculation puts the HOMO energy (alpha / beta) at -8.02 / -8.00 eV. The calculation puts the energy above the lowest of the compared OMol25 structures with the same formula, charge and spin at 0.000 eV. The value obtained for the HOMO-LUMO gap (alpha / beta) is 0.2820 / 0.2780 Ha. As for the max |F|: 1.90 eV Å⁻¹. As for the total energy: -6459.086200 a.u.

CARTESIAN COORDINATES (ANGSTROEM)
1 H 4.7150 0.3131 0.3419
2 Co -0.6715 -1.0116 1.3228
3 H 1.8470 -3.6609 -0.2993
4 H 2.7533 -0.0560 1.8063
5 H -1.2399 3.5816 -1.9046
6 S -0.3299 1.0626 -0.8708
7 C 4.0808 -0.5533 0.2048
8 H 1.7406 -0.8543 -1.4164
9 C 2.3699 4.0620 -0.6013
10 I -0.9324 -4.5192 -1.4565
11 C 1.1224 -0.7559 -4.7573
12 H -1.3096 3.6493 3.2158
13 C -0.9760 -2.7239 4.0230
14 H 0.6605 -3.1309 1.7895
15 H -2.9644 -0.2467 2.0306
16 H -4.3651 0.5945 0.2557
17 C 2.9843 -0.7630 1.0172
18 C 0.2509 0.3255 -2.3860
19 C -1.1716 1.5717 2.7292
20 C 4.3789 -1.4687 -0.8046
21 C -0.8271 2.7072 3.4454
22 H 2.1468 6.1110 -1.2062
23 H -3.9857 -4.9628 -1.4550
24 Se -2.0053 -2.7292 2.5088
25 H -0.1603 5.8050 -2.0416
26 C -0.2262 3.7201 -1.5434
27 H 0.4170 3.4826 5.0102
28 H -2.9017 0.7224 -0.7226
29 C 1.2943 -0.5762 -2.3613
30 N -0.6201 0.3821 2.9680
31 C 2.1592 -1.8835 0.8505
32 H 2.5522 -1.8243 -3.5677
33 H 0.6274 -0.7096 4.2056
34 N -2.5177 0.2366 1.2556
35 H 1.3865 1.2277 5.5233
36 H 3.3808 4.1969 -0.2352
37 C -2.6146 -3.3729 -1.0164
38 H -0.4270 0.4087 -5.6878
39 H -1.2293 1.3688 -3.5536
40 C 1.7324 -1.1169 -3.5643
41 C -2.2178 1.5989 1.6502
42 C 1.6768 5.1366 -1.1497
43 C -4.8353 -1.8337 -0.4742
44 C -3.3828 0.1475 0.0722
45 C 0.2687 0.2804 3.9720
46 C 1.0408 -2.1193 1.7608
47 C -4.9883 -3.1529 -0.8657
48 H 1.4694 -1.1803 -5.6914
49 N -0.3117 -2.7313 4.9709
50 H 2.2885 1.9627 -0.0908
51 C 0.0588 0.1402 -4.7588
52 O -1.2284 -1.4933 -0.4546
53 C -3.5680 -1.2798 -0.3581
54 C -0.3884 0.6827 -3.5651
55 C 2.4744 -2.7888 -0.1659
56 H 3.8182 -3.3073 -1.7569
57 C 0.6675 1.3643 4.7272
58 C 0.3818 4.9668 -1.6211
59 C -3.8772 -3.9327 -1.1459
60 H -3.0892 2.1466 2.0252
61 I -6.9008 -3.9792 -1.0078
62 C 1.7712 2.8126 -0.5220
63 C 0.4799 2.6559 -1.0038
64 C 5.5217 -1.2481 -1.6608
65 H -5.7072 -1.2261 -0.2553
66 H 1.1848 -1.6992 2.7456
67 C 0.1213 2.6079 4.4446
68 O 0.4241 0.4144 0.2852
69 H -1.8555 2.1551 0.7810
70 C 3.5736 -2.5908 -0.9831
71 C -2.4199 -2.0456 -0.6044
72 N 6.4241 -1.0736 -2.3518

Atoms 1-2, force components in eV/Å:
H 0.01 -0.01 0.01
Co -0.50 0.76 0.11

Here are the Mulliken charges for atoms 1 to 6, given in e: H 0.535; Co 0.355; H 0.451; H 0.330; H 0.418; S 0.516


Which of these has the lowest max |F|? C52H42AgNO2PS2


Which of these has the highest net charge? C52H42AgNO2PS2